Below is 4 unconnected molecules or ions with the total composition C4H15NO3, with properties calculated with ωB97M-V with the def2-TZVPD basis set.

Computed properties:
* SMILES: CC(C)=CN.O.O.O
* HOMO-LUMO gap: 8.1332 eV
* max |F|: 2.01 eV/A
* energy above the lowest of the compared OMol25 structures with the same formula, charge and spin: 104.2 kJ/mol
* charge: 0
* electronic energy: -441.8422 a.u.

Each line ends with the Mulliken charge.
Element x y z (Å)
O 2.368386 1.380726 -1.398535  -0.686
O -0.850795 2.557660 -0.951981  -0.615
O -0.640731 1.676874 2.403219  -0.614
N 1.423861 -0.138286 1.038502  -0.532
C -0.743405 -2.855656 -0.469809  -1.390
C 0.757396 -1.373575 0.897327  -0.506
C -0.211176 -1.511408 -0.040468  0.976
C -0.744151 -0.367611 -0.838958  -0.972
H -0.196722 -3.107556 -1.373849  0.272
H -0.328549 2.737939 -1.734506  0.306
H 0.077912 -0.023893 -1.482784  0.229
H -1.009433 0.505997 -0.236381  0.046
H 0.919542 0.709749 0.802926  0.255
H -1.680928 2.379935 -1.412200  0.313
H 1.767482 0.076650 1.966681  0.232
H -1.652895 -0.557264 -1.393607  0.384
H -1.356690 1.150045 2.039672  0.293
H 2.248534 2.186304 -0.891873  0.293
H 2.325647 0.661269 -0.751951  0.380
H -1.088321 2.521756 2.468921  0.305
H -1.839259 -2.886696 -0.582443  0.336
H -0.590111 -3.600785 0.320537  0.366
H 1.044405 -2.122173 1.621560  0.327

Forces on atoms 1 to 6 (eV/Å):
O 0.0 0.0 -0.3
O -0.5 0.5 -0.6
O -0.3 0.0 0.0
N 0.6 0.7 0.6
C -0.2 -0.1 1.4
C -1.4 1.1 -0.9


Below is a molecular structure, C5H6N2, with properties calculated with ωB97M-V with the def2-TZVPD basis set.

Computed properties:
* HOMO-LUMO gap: 7.3864 eV
* max |F|: 1.04 eV/A
* energy above the lowest of the compared OMol25 structures with the same formula, charge and spin: 363.1 kJ/mol
* charge: 0
* electronic energy: -303.4978 a.u.

Each line ends with the Mulliken charge.
Element x y z (Å)
N 0.495646 -0.479000 -0.266925  0.127
N -2.681053 -0.947520 -0.869356  -0.496
C -0.186182 -1.577127 -0.779209  -0.700
C 0.476925 0.692623 -0.834734  -0.230
C -1.563413 -1.288909 -0.886061  0.415
C 0.394796 1.470866 0.436330  -0.479
C 0.646931 0.091268 1.113916  -0.489
H 0.346078 0.853983 -1.898756  0.432
H -0.133019 -0.285128 1.778095  0.276
H 1.639987 -0.042853 1.545487  0.268
H -0.650925 1.764000 0.601619  0.256
H 1.058075 2.318508 0.602345  0.330
H 0.156155 -2.570711 -0.542750  0.290

Forces on atoms 1 to 6 (eV/Å):
N -0.1 0.4 -0.3
N 1.0 -0.4 -0.2
C 0.0 -0.3 0.0
C -0.1 -0.1 0.0
C -0.9 0.2 -0.1
C 0.1 0.2 0.1


Below is a molecular structure, C44H35F9N3O2PTe4Ti, with properties calculated with ωB97M-V with the def2-TZVPD basis set.

Computed properties:
* HOMO-LUMO gap: 3.5505 eV
* max |F|: 2.30 eV/A
* energy above the lowest of the compared OMol25 structures with the same formula, charge and spin: 37.2 kJ/mol
* charge: -2
* electronic energy: -5174.1993 a.u.

Each line ends with the Mulliken charge.
Element x y z (Å)
Te 1.370491 -1.460495 -1.116830  0.272
Te -0.004842 -3.298672 -2.466886  -0.052
Te 3.963313 -6.740704 -1.336444  -0.818
Te 2.797430 -4.182752 -1.284008  -0.565
Ti -0.640007 0.089076 -1.408780  -0.697
P 1.215028 1.269135 -0.395072  1.661
F 5.157646 3.873597 -5.210208  -0.274
F 2.872253 -1.658352 5.290309  -0.219
F 4.741355 -0.608958 4.999130  -0.310
F -3.846559 5.672981 -0.871072  -0.276
F 3.078257 0.379280 5.968721  -0.285
F -2.283767 7.128765 -0.546291  -0.293
F 5.762514 5.128990 -3.551806  -0.282
F 3.903016 5.515595 -4.582027  -0.267
F -3.205263 6.145781 1.142598  -0.276
O -1.808207 0.771337 0.025632  0.135
O -0.364797 0.173321 -3.279590  0.718
N -3.208013 -0.786768 -0.943313  -1.113
N 1.580529 -5.355328 1.904678  0.890
N -2.026506 -1.205233 -1.544701  1.098
C -2.768438 5.937865 -0.115801  0.820
C 0.136190 2.796449 -0.264526  0.054
C 2.147999 -6.725191 1.941771  -0.877
C -3.009315 0.206874 -0.136131  0.517
C -2.057963 -2.116727 -2.650458  -2.086
C 3.403019 -0.468198 4.963240  0.705
C -0.985846 -0.469754 -4.289144  0.552
C 1.564899 0.375432 3.521057  -0.941
C -6.293050 1.929567 1.974003  -0.413
C -1.863956 -1.558786 -4.025503  1.224
C -0.893656 -3.654455 3.856450  -0.494
C 3.288056 0.644414 1.354187  -0.915
C 3.769047 0.157827 2.560545  -0.971
C -4.043292 2.061374 1.137101  -0.061
C 2.559301 2.000629 -1.416625  0.732
C -5.337437 0.070394 0.773518  -0.559
C -1.737272 4.851550 -0.185914  0.270
C -6.397175 0.642850 1.455341  -0.625
C -0.877372 4.656792 0.881374  -0.839
C -1.641081 4.060093 -1.326121  -0.912
C -0.312806 -3.114472 1.509473  -0.705
C 3.960704 3.926176 -1.815181  -1.231
C -0.708026 3.043850 -1.374419  -0.111
C 3.285958 2.520798 -3.655542  -1.115
C -2.141285 -1.818689 -6.432214  -0.644
C -4.145728 0.776052 0.610419  0.051
C -0.363333 -3.980175 2.608060  0.651
C -0.838807 -1.852128 1.785604  0.588
C -1.273368 -0.769172 -6.669752  -0.662
C 2.568170 1.719153 -2.777513  -0.259
C -1.442680 -1.492184 2.987999  -0.834
C 1.952274 1.013763 1.232409  0.266
C 1.083592 0.839663 2.313796  -0.356
C 0.059036 3.632888 0.838788  -0.605
C 0.144830 -5.366615 2.342400  -1.090
C -2.429068 -2.197499 -5.123800  -1.028
C 4.702398 4.523975 -4.125536  0.899
C 2.438232 -4.385179 2.628865  -0.896
C -1.466118 -2.399241 4.046132  -1.091
C 3.978698 3.618312 -3.173058  0.330
C 2.908571 0.036632 3.639687  0.340
C -0.702336 -0.096152 -5.592341  -0.885
C -5.111539 2.637934 1.809558  -0.810
C 3.248130 3.122661 -0.948697  -0.141
H -0.731394 -1.102059 1.006337  0.963
H -0.017263 0.729278 -5.748846  0.402
H -7.125030 2.370916 2.509547  0.386
H -5.408884 -0.924196 0.354891  0.464
H -1.886480 -0.504440 3.110599  0.554
H 3.068904 -6.734844 1.358378  0.144
H 0.712043 3.470009 1.687141  0.396
H -1.907847 -2.129657 4.999757  0.330
H 1.442393 -7.409561 1.477614  0.313
H -2.315787 4.217931 -2.156577  0.478
H 0.072391 -6.005137 3.230569  0.249
H -3.118059 2.606741 0.999565  0.406
H 4.493079 4.792910 -1.447198  0.410
H 4.799939 -0.155691 2.643420  0.435
H 3.233063 3.358753 0.109223  0.410
H 3.952906 0.714795 0.502619  0.402
H -1.020399 -0.479631 -7.682669  0.394
H 3.298405 2.288599 -4.711852  0.444
H 0.892245 0.249443 4.359286  0.335
H -2.833147 -2.875391 -2.565976  0.714
H 2.016456 0.862440 -3.150205  0.166
H 2.364302 -3.432536 2.107296  0.109
H -0.957901 5.283973 1.759880  0.445
H -0.643376 2.458508 -2.291923  0.296
H 2.323973 -6.996682 2.984907  0.400
H 0.027601 1.056655 2.201794  0.319
H -0.882627 -4.371820 4.676920  0.248
H -0.404100 -5.832990 1.524428  0.406
H 1.614196 -5.035348 0.901586  -0.234
H -5.021695 3.647855 2.192628  0.432
H 3.468481 -4.726133 2.547760  0.401
H -7.315870 0.082539 1.583064  0.375
H -2.594399 -2.352209 -7.259398  0.355
H -3.109965 -3.022188 -4.940630  0.358
H 2.101812 -4.290781 3.658526  0.403

Forces on atoms 1 to 6 (eV/Å):
Te 0.1 -0.3 0.7
Te -0.3 -1.1 -0.1
Te -0.1 0.2 -0.1
Te 0.8 -1.2 0.1
Ti -0.2 -1.2 -1.2
P 0.6 2.2 0.4


Below is a molecular structure, C4H8O, with properties calculated with ωB97M-V with the def2-TZVPD basis set.

Computed properties:
* HOMO-LUMO gap: 10.1686 eV
* max |F|: 2.50 eV/A
* energy above the lowest of the compared OMol25 structures with the same formula, charge and spin: 317.9 kJ/mol
* charge: 0
* electronic energy: -232.3246 a.u.

Each line ends with the Mulliken charge.
Element x y z (Å)
O -0.490944 1.536885 0.649098  -0.529
C -0.763473 -0.527404 0.078495  -0.522
C -1.604875 0.705283 0.333620  -0.384
C 1.783444 -0.452217 -0.191116  -1.114
C 0.442918 0.291302 -0.253468  0.079
H -0.550320 -0.994902 1.049090  0.223
H -2.197206 0.993479 -0.556626  0.220
H -1.054103 -1.308981 -0.628858  0.362
H 0.294454 1.199721 -0.808115  0.393
H 1.925670 -0.942244 -1.177107  0.301
H 2.661386 0.179009 -0.052951  0.339
H 1.805528 -1.273284 0.542734  0.305
H -2.281970 0.630691 1.186152  0.327

Forces on atoms 1 to 6 (eV/Å):
O 0.8 -1.0 1.0
C -0.2 -0.1 -0.1
C -0.3 -0.3 0.2
C -0.2 0.5 0.3
C -0.4 0.6 0.6
H -0.1 0.0 -0.2


Question: Which of these has the highest max |F|?
Answer: C4H8O